1.
A molecular structure, C32H34BiFN6O6S5, computed with ωB97M-V/def2-TZVPD.

Values from the calculation:
Energy relative to the best compared isomer or geometry (same formula, charge and spin) in kcal per mole: 14.0
LUMO energy in Eh: 0.0003
Highest occupied orbital energy in eV: -7.51
Molecular weight in g/mol: 987.0
Net charge: 0

Last column: Löwdin charge in e.
Element x y z (Å)
Bi (-1.023, -0.486, 0.407)  1.515
C (1.908, -1.495, 2.790)  -0.188
C (1.220, -1.657, 4.141)  -0.107
C (0.048, -0.755, 4.442)  -0.280
C (0.170, 0.630, 4.372)  -0.032
C (-0.894, 1.421, 4.767)  -0.076
C (-2.054, 0.804, 5.206)  -0.072
C (-2.087, -0.579, 5.233)  -0.143
N (-1.064, -1.352, 4.871)  0.117
N (1.221, -2.035, 1.599)  -0.202
C (2.207, -1.966, 0.504)  -0.157
C (1.723, -2.454, -0.837)  -0.304
C (2.382, -3.461, -1.526)  -0.019
C (1.923, -3.820, -2.787)  -0.052
C (0.821, -3.169, -3.313)  -0.037
C (0.212, -2.177, -2.557)  -0.114
N (0.661, -1.830, -1.352)  0.013
C (0.743, -3.405, 1.784)  -0.130
C (-0.603, -3.522, 2.469)  -0.288
C (-0.836, -4.539, 3.385)  -0.028
C (-2.095, -4.667, 3.944)  -0.048
C (-3.086, -3.771, 3.578)  -0.056
C (-2.766, -2.783, 2.666)  -0.151
N (-1.559, -2.665, 2.116)  0.018
H (2.893, -1.983, 2.867)  0.122
H (2.092, -0.436, 2.593)  0.095
H (1.994, -1.453, 4.887)  0.128
H (0.907, -2.685, 4.315)  0.099
H (1.090, 1.082, 4.024)  0.108
H (-0.818, 2.501, 4.731)  0.106
H (-2.916, 1.381, 5.513)  0.107
H (-2.979, -1.099, 5.568)  0.106
H (3.117, -2.521, 0.776)  0.125
H (2.491, -0.914, 0.394)  0.113
H (3.240, -3.950, -1.084)  0.114
H (2.421, -4.601, -3.346)  0.111
H (0.430, -3.418, -4.290)  0.112
H (-0.654, -1.632, -2.912)  0.103
H (1.478, -4.017, 2.328)  0.134
H (0.635, -3.856, 0.795)  0.129
H (-0.034, -5.211, 3.662)  0.117
H (-2.297, -5.449, 4.664)  0.112
H (-4.083, -3.827, 3.992)  0.109
H (-3.503, -2.045, 2.367)  0.094
O (-1.825, 5.987, 3.115)  -0.049
C (-1.692, 4.892, 2.648)  -1.005
S (-0.163, 4.271, 1.998)  0.961
C (-0.741, 2.665, 1.613)  -1.149
C (-2.018, 2.381, 1.906)  -1.159
S (-2.847, 0.862, 1.650)  0.468
S (-2.971, 3.661, 2.627)  0.962
S (0.436, 1.589, 0.898)  0.471
C (3.522, 2.937, -1.289)  -0.128
C (2.194, 2.773, -2.012)  -0.402
S (1.705, 1.038, -2.097)  0.836
O (0.285, 1.006, -2.569)  -0.525
C (2.714, 0.510, -3.508)  -0.368
C (2.193, 1.022, -4.841)  -0.113
H (3.780, 3.994, -1.221)  0.081
H (4.339, 2.435, -1.809)  0.065
H (3.461, 2.538, -0.276)  0.064
H (2.198, 3.196, -3.017)  0.083
H (1.380, 3.223, -1.441)  0.060
H (2.686, -0.582, -3.469)  0.070
H (3.739, 0.822, -3.297)  0.081
H (1.138, 0.775, -4.951)  0.068
H (2.745, 0.555, -5.657)  0.081
H (2.299, 2.102, -4.943)  0.066
F (-1.174, 2.245, -6.542)  0.083
C (-1.267, 2.637, -5.262)  -0.193
C (-2.121, 2.049, -4.421)  0.054
N (-2.210, 2.409, -3.095)  0.023
C (-3.032, 1.638, -2.153)  -0.021
C (-2.855, 0.130, -2.369)  -0.613
O (-3.339, -0.381, -3.364)  0.051
O (-2.204, -0.550, -1.475)  -0.336
C (-1.432, 3.422, -2.579)  -0.483
O (-1.444, 3.769, -1.415)  0.071
N (-0.626, 4.054, -3.507)  0.219
C (-0.376, 3.694, -4.825)  -0.416
O (0.493, 4.235, -5.477)  0.082
H (-2.762, 1.235, -4.730)  0.140
H (-4.085, 1.881, -2.298)  0.142
H (-2.736, 1.945, -1.156)  0.089
H (-0.061, 4.803, -3.135)  0.166

***

2.
A molecular structure, C32H34BrF2N4OTi in a non-equilibrium geometry, computed with ωB97M-V/def2-TZVPD.

Values from the calculation:
Energy relative to the best compared isomer or geometry (same formula, charge and spin) in kcal per mole: 43.6
LUMO energy (spin up / spin down) in Eh: 0.0933 / 0.0934
Highest occupied orbital energy (spin up / spin down) in eV: -1.55 / -1.68
Molecular weight in g/mol: 656.4
Net charge: -1

Last column: Löwdin charge in e.
Element x y z (Å)
Ti (-0.111, -0.053, 0.691)  0.845
O (-0.276, -0.669, -1.988)  -0.099
C (-0.056, 0.112, -3.142)  -0.186
C (0.281, 1.548, -2.823)  -0.277
C (0.868, 2.396, -3.750)  -0.033
C (1.123, 3.707, -3.379)  -0.076
C (0.790, 4.104, -2.089)  -0.051
C (0.212, 3.183, -1.235)  -0.107
N (-0.041, 1.926, -1.597)  0.073
H (-0.645, -0.079, -1.306)  -0.016
H (-0.939, 0.083, -3.795)  0.127
H (0.774, -0.339, -3.693)  0.121
H (1.123, 2.029, -4.738)  0.108
H (1.575, 4.403, -4.073)  0.097
H (0.977, 5.114, -1.750)  0.101
H (-0.074, 3.443, -0.220)  0.108
C (3.869, 0.900, -0.800)  -0.116
C (4.283, 1.755, 0.245)  -0.121
C (3.308, 2.239, 1.093)  -0.045
C (1.978, 1.833, 0.977)  -0.268
N (1.622, 0.815, 0.092)  -0.065
C (2.572, 0.473, -0.835)  -0.182
C (0.889, 2.401, 1.733)  -0.254
C (1.025, 3.606, 2.451)  -0.061
C (-0.042, 4.129, 3.143)  -0.121
C (-1.268, 3.449, 3.153)  -0.120
C (-1.404, 2.267, 2.452)  -0.166
C (-0.355, 1.712, 1.695)  -0.242
H (4.564, 0.577, -1.565)  0.089
H (5.319, 2.052, 0.351)  0.077
H (3.575, 2.947, 1.866)  0.098
H (2.238, -0.180, -1.630)  0.082
H (1.965, 4.147, 2.443)  0.092
H (0.071, 5.059, 3.690)  0.083
H (-2.103, 3.852, 3.717)  0.084
H (-2.352, 1.743, 2.508)  0.067
Br (-3.000, 1.286, -0.307)  0.902
C (-3.756, -0.458, -0.496)  -0.563
C (-5.017, -0.506, -1.026)  -0.157
C (-5.640, -1.748, -1.222)  -0.104
C (-4.977, -2.889, -0.875)  -0.059
C (-3.681, -2.841, -0.309)  -0.175
C (-3.048, -4.044, 0.069)  -0.063
C (-1.831, -3.994, 0.682)  -0.088
C (-1.196, -2.758, 0.907)  -0.157
C (-1.697, -1.520, 0.514)  -0.156
C (-3.004, -1.594, -0.095)  -0.208
H (-5.525, 0.413, -1.283)  0.085
H (-6.639, -1.793, -1.638)  0.095
H (-5.439, -3.861, -1.012)  0.102
H (-3.552, -4.987, -0.112)  0.101
H (-1.345, -4.912, 0.998)  0.095
H (-0.255, -2.812, 1.443)  0.053
F (-0.616, -0.509, 3.500)  -0.079
C (0.452, -0.757, 2.616)  -0.371
F (1.546, -0.053, 3.178)  -0.084
H (0.720, -1.797, 2.833)  0.065
C (3.965, -3.300, 2.275)  -0.045
C (3.359, -3.354, 0.874)  -0.632
C (4.445, -3.037, -0.166)  -0.048
C (2.766, -4.737, 0.617)  -0.051
N (2.277, -2.364, 0.878)  -0.067
N (1.546, -2.201, -0.320)  0.021
H (4.723, -4.077, 2.398)  0.078
H (3.185, -3.442, 3.023)  0.084
H (4.428, -2.327, 2.453)  0.086
H (5.319, -3.672, -0.013)  0.078
H (4.750, -1.992, -0.080)  0.075
H (4.086, -3.206, -1.185)  0.069
H (3.529, -5.506, 0.752)  0.079
H (2.379, -4.821, -0.401)  0.071
H (1.948, -4.926, 1.315)  0.082
H (2.652, -1.450, 1.124)  0.100
H (0.840, -2.923, -0.390)  0.067
H (2.148, -2.249, -1.139)  0.073

***

3.
A molecular structure, C32H34ClSbSn in a non-equilibrium geometry, computed with ωB97M-V/def2-TZVPD.

Values from the calculation:
LUMO energy (spin up / spin down) in Eh: -0.3544 / -0.3544
Highest occupied orbital energy (spin up / spin down) in eV: -12.98 / -12.98
Molecular weight in g/mol: 694.5
Net charge: +2

Last column: Löwdin charge in e.
Element x y z (Å)
C (5.506, -4.018, -0.309)  -0.624
C (5.124, -4.934, -1.437)  -0.086
C (6.840, -3.380, -0.581)  -0.089
C (5.534, -4.791, 0.979)  -0.089
Cl (4.046, -2.442, -0.135)  0.452
H (7.595, -4.173, -0.654)  0.117
H (7.157, -2.701, 0.214)  0.095
H (6.858, -2.828, -1.525)  0.095
H (5.899, -5.709, -1.513)  0.119
H (5.071, -4.433, -2.407)  0.094
H (4.173, -5.447, -1.267)  0.096
H (6.310, -5.563, 0.892)  0.118
H (4.590, -5.304, 1.184)  0.096
H (5.781, -4.177, 1.848)  0.094
C (0.776, 0.854, -1.995)  -0.146
C (2.123, 1.282, -1.971)  -0.129
C (2.974, 0.145, -2.152)  -0.198
H (2.455, 2.309, -1.913)  0.124
C (2.110, -1.011, -2.261)  -0.232
C (0.760, -0.559, -2.079)  -0.178
H (-0.128, -1.187, -2.093)  0.116
H (-0.101, 1.496, -1.997)  0.084
H (4.020, 0.161, -2.451)  0.131
H (2.414, -1.971, -2.649)  0.118
C (0.814, -0.439, 2.320)  -0.178
C (0.932, 0.959, 2.185)  -0.149
C (2.307, 1.267, 2.073)  -0.129
H (0.116, 1.682, 2.205)  0.085
C (3.086, 0.060, 2.225)  -0.201
C (2.138, -1.007, 2.417)  -0.216
H (2.376, -1.982, 2.823)  0.128
H (-0.119, -1.002, 2.400)  0.115
H (2.719, 2.262, 1.973)  0.124
H (4.150, 0.002, 2.457)  0.135
Sn (2.274, -0.539, 0.066)  1.390
C (-5.803, -1.434, 2.698)  -0.053
C (-4.949, -2.075, 1.790)  -0.067
C (-3.954, -1.357, 1.109)  -0.151
C (-3.840, 0.026, 1.327)  -0.380
C (-4.733, 0.699, 2.171)  -0.112
C (-5.689, -0.050, 2.879)  -0.058
Sb (-2.188, 0.987, 0.297)  1.606
C (-3.195, 1.074, -1.630)  -0.382
C (-3.438, -0.074, -2.404)  -0.133
C (-4.014, 0.063, -3.681)  -0.066
C (-4.383, 1.333, -4.151)  -0.060
C (-4.184, 2.471, -3.356)  -0.057
C (-3.614, 2.335, -2.078)  -0.127
C (-1.951, 3.158, 0.797)  -0.372
C (-1.239, 4.012, -0.056)  -0.144
C (-0.983, 5.337, 0.345)  -0.063
C (-1.513, 5.815, 1.554)  -0.056
C (-2.232, 4.953, 2.400)  -0.056
C (-2.433, 3.610, 2.031)  -0.132
H (-6.552, -2.002, 3.241)  0.116
H (-5.043, -3.149, 1.615)  0.114
H (-3.272, -1.882, 0.436)  0.086
H (-4.677, 1.780, 2.299)  0.086
H (-6.354, 0.466, 3.577)  0.118
H (-3.184, -1.070, -2.028)  0.091
H (-4.176, -0.830, -4.304)  0.117
H (-4.836, 1.439, -5.132)  0.113
H (-4.467, 3.471, -3.713)  0.119
H (-3.494, 3.216, -1.442)  0.088
H (-0.911, 3.682, -1.055)  0.097
H (-0.390, 5.994, -0.302)  0.116
H (-1.339, 6.849, 1.852)  0.116
H (-2.642, 5.321, 3.348)  0.119
H (-3.011, 2.950, 2.693)  0.086